{"formula": "C12H18F3N2O3PdS3", "method": "ωB97M-V with the def2-TZVPD basis set", "symbols": ["Pd", "C", "C", "S", "C", "C", "S", "H", "H", "H", "H", "H", "H", "C", "C", "C", "C", "C", "N", "H", "H", "H", "H", "H", "H", "H", "H", "H", "F", "C", "F", "F", "S", "O", "O", "O", "C", "C", "N", "H", "H", "H"], "coordinates": [[-0.797, -1.059, 0.111], [3.513, -2.496, -0.254], [2.110, -2.245, 0.229], [1.566, -0.611, 0.090], [1.358, -3.247, 0.779], [1.851, -4.669, 0.840], [-0.208, -3.004, 1.462], [3.932, -1.565, -0.626], [3.510, -3.235, -1.055], [4.148, -2.868, 0.552], [2.891, -4.732, 1.156], [1.774, -5.127, -0.147], [1.224, -5.225, 1.532], [1.888, 3.198, 1.014], [0.597, 3.518, 0.253], [-0.222, 4.582, 0.999], [0.912, 3.956, -1.181], [-0.229, 2.328, 0.196], [-0.944, 1.432, 0.181], [2.512, 4.087, 1.079], [2.440, 2.412, 0.505], [1.662, 2.852, 2.019], [0.357, 5.496, 1.113], [-0.496, 4.213, 1.986], [-1.137, 4.808, 0.454], [1.486, 4.882, -1.176], [-0.007, 4.111, -1.743], [1.492, 3.184, -1.680], [-1.644, -3.235, -3.397], [-1.476, -2.961, -2.093], [-0.176, -2.623, -1.946], [-1.656, -4.105, -1.425], [-2.687, -1.607, -1.551], [-1.966, -0.380, -1.818], [-3.808, -1.817, -2.429], [-2.972, -1.912, -0.170], [-3.785, 0.831, 0.722], [-2.863, 0.151, 1.596], [-2.128, -0.313, 2.348], [-3.875, 1.870, 1.040], [-4.756, 0.341, 0.733], [-3.391, 0.786, -0.297]], "mulliken_charge": [0.053, -1.536, 0.491, -0.291, 0.607, -1.476, -0.392, 0.449, 0.254, 0.302, 0.306, 0.259, 0.424, -1.608, 2.341, -1.682, -1.669, -0.968, 0.300, 0.437, 0.326, 0.362, 0.408, 0.377, 0.384, 0.413, 0.391, 0.378, -0.266, 0.691, -0.188, -0.248, 1.164, -0.616, -0.703, -0.635, -0.837, 0.557, -0.433, 0.310, 0.327, 0.239], "gap_ev": 5.71, "de_lowest_kcal_mol": 68.0, "total_energy_ev": -65998.0073, "charge": -1, "homo_ha": -0.11875}